12
Properties=species:S:1:pos:R:3 method="wB97M-V/def2-TZVPD" spin_multiplicity=1 smiles=Fc1ocnc1CS orbital_gap_ev=9.93 homo_energy_ha=-0.3362 energy_ha=-782.84626 relative_energy_kj_mol=27.4 largest_force_ev_per_a=0.8
C -0.1031 0.7488 1.3384
C -0.4106 0.1656 0.0012
C -0.8879 0.0770 -2.0766
C -0.5051 -1.1332 -0.3823
H 2.2353 0.2383 1.3206
H -0.2531 0.0212 2.1325
H -0.7547 1.5999 1.5368
H -1.1547 0.2432 -3.1061
N -0.6651 0.9256 -1.1339
O -0.7903 -1.2294 -1.6828
F -0.3607 -2.2722 0.2778
S 1.5995 1.4096 1.4833


12
Properties=species:S:1:pos:R:3 method="wB97M-V/def2-TZVPD" spin_multiplicity=1 orbital_gap_ev="6.95 / 6.95" homo_energy_ha="-0.2798 / -0.2798" energy_ha=-1080.71891 relative_energy_kj_mol=257.2 largest_force_ev_per_a=4.8
C -2.4919 0.2419 0.2419
C 2.7532 -0.7729 0.4129
N -3.1592 0.3721 -0.8433
O -2.4747 -0.3370 1.2477
O 2.3606 0.3826 -0.3901
S -0.4245 1.2094 -0.3201
S 1.4725 1.5747 0.2612
H 2.0470 -0.6020 1.2263
H 3.7589 -0.8454 0.7940
H 2.5857 -1.6422 -0.1423
H -3.8945 -0.3077 -0.9517
H -2.5331 0.7266 -1.5363


14
Properties=species:S:1:pos:R:3 method="wB97M-V/def2-TZVPD" spin_multiplicity=1 orbital_gap_ev="7.68 / 7.68" homo_energy_ha="-0.2894 / -0.2894" energy_ha=-320.77522 relative_energy_kj_mol=283.8 largest_force_ev_per_a=3.1
C -1.7239 1.1161 0.1672
C 1.4931 1.0879 -0.1789
C 0.6252 0.1598 -0.8124
C -1.2161 -0.1353 0.5445
N -2.1061 2.1579 -0.1359
N 2.4038 0.6830 0.6143
N -1.8671 -1.2852 0.2335
H 1.3130 2.1450 -0.4247
H 0.0855 0.4833 -1.6855
H 0.9072 -0.8801 -0.7800
H -0.5943 -0.1421 1.4296
H 2.9973 1.4165 0.9909
H -2.6566 -1.2619 -0.3906
H -1.6683 -2.1292 0.7380